*A*
# C5H11O4

A cluster of 2 separate species, C5H11O4 in total (wB97M-V/def2-TZVPD, the Open Molecules 2025 dataset).

## Properties
* frontier orbital gap (spin up / spin down): 9.67 / 8.55 eV
* charge: 0
* E_HOMO (spin up / spin down): -0.330 / -0.346 Ha
* spin multiplicity: 2

The geometry in XYZ format:
```
20
Properties=species:S:1:pos:R:3:lowdin_spin:R:1
C 0.42229 -0.32791 0.46173 0.032
H 2.23921 -0.03398 1.47697 0.000
C -0.09500 0.82894 1.30268 0.029
H 2.35676 -0.65659 -0.26901 -0.001
H -2.35178 -0.70644 0.04382 0.012
H 1.29316 -2.58557 -2.41803 0.006
C -0.31578 -0.77428 -0.54398 0.563
H 1.99221 -1.73258 1.08274 -0.002
O -0.41898 3.09897 1.22685 0.001
H 0.35606 -1.76114 -1.47343 0.062
O -1.74385 0.89916 -1.28034 0.014
O 0.26960 1.99953 0.56198 -0.004
H -1.96331 -1.15841 -1.68680 0.014
H -1.17537 0.78775 1.54011 0.000
H 0.48545 0.82681 2.23455 0.004
C 1.84284 -0.70410 0.69593 0.004
H 0.11832 3.81620 0.87006 0.000
H -2.65341 1.15733 -1.49587 0.002
O 1.07496 -2.50946 -1.46796 0.180
C -1.73339 -0.46425 -0.86198 0.083
```



*B*
# C5H11O4

A cluster of 2 separate species, C5H11O4 in total (wB97M-V/def2-TZVPD, the Open Molecules 2025 dataset).

## Properties
* frontier orbital gap (spin up / spin down): 8.55 / 8.94 eV
* charge: 0
* E_HOMO (spin up / spin down): -0.287 / -0.354 Ha
* spin multiplicity: 2

The geometry in XYZ format:
```
20
Properties=species:S:1:pos:R:3:lowdin_spin:R:1
H -0.05541 1.31745 -0.87252 0.001
O 1.41201 0.63343 1.46065 0.051
O 0.90982 -0.00573 2.73093 0.189
H 2.60959 -0.64275 0.38501 0.023
H 2.06182 1.05384 -0.80437 0.012
C -0.68868 -0.70503 -0.34405 0.174
C 0.51600 -1.15126 0.09692 0.011
C -0.96338 0.75693 -0.56442 0.019
H -1.53750 -2.38007 -1.40854 0.009
H -1.75159 0.81980 -1.33265 0.002
H -2.72125 -1.18712 -0.79594 0.000
C -1.77524 -1.69151 -0.58194 0.028
H 0.13618 0.57228 2.90629 0.004
O 1.89993 1.80955 -1.41690 0.028
H -1.75865 2.20345 0.50413 0.001
H 0.73209 -2.21549 0.03483 0.006
H 2.79313 2.19269 -1.53401 0.001
H -1.90286 -2.31908 0.31146 0.008
C 1.57062 -0.33774 0.57296 0.419
O -1.48664 1.27638 0.65217 0.013
```



Relative stability in kcal/mol, measured from the most stable structure: *A* 35.2; *B* 0.0



*A*
# C4H8INS

A structure of composition C4H8INS (wB97M-V/def2-TZVPD, the Open Molecules 2025 dataset).

## Properties
* frontier orbital gap: 8.58 eV
* charge: 0
* E_HOMO: -0.318 Ha

The geometry in XYZ format:
```
15
Properties=species:S:1:pos:R:3:mulliken_charge:R:1
C 1.96299 -1.36769 1.18795 -0.001
C 0.52339 1.53973 -0.11562 -0.880
H 0.18762 2.05294 -1.11883 0.295
H -1.31897 -1.64934 -0.90067 0.547
H -1.68976 -0.09649 -1.50910 0.422
H -0.06935 -1.83141 1.08858 0.254
H 1.59366 1.69548 0.17086 0.300
H -1.83767 -0.28932 0.16355 0.378
C 0.17544 -0.30838 -0.39019 0.043
I 1.37119 -0.97681 -2.17611 0.052
H 2.76271 -0.75472 0.70798 0.296
C -1.24562 -0.63777 -0.70618 -1.581
S 2.14662 -2.48317 2.35660 -0.365
H 0.00398 1.83074 0.72609 0.393
N 0.69270 -1.17568 0.69148 -0.153
```



*B*
# C4H8INS

The molecule C4H8INS (wB97M-V/def2-TZVPD, the Open Molecules 2025 dataset).

## Properties
* frontier orbital gap: 9.12 eV
* charge: 0
* E_HOMO: -0.325 Ha
* SMILES: C/N=C/S[C@@H](C)I

The geometry in XYZ format:
```
15
Properties=species:S:1:pos:R:3:mulliken_charge:R:1
C 0.57060 -0.86560 0.18261 0.019
H -2.29130 2.41105 -0.34901 0.466
H 3.26726 -1.34481 -1.19713 0.287
C -2.16186 0.42948 0.34435 -0.451
H 3.11373 -0.28283 0.28146 0.330
C -1.58217 1.63102 -0.29239 -1.033
I -4.23288 0.09575 0.01246 0.073
H -1.93396 0.48696 1.48708 0.386
H -1.13134 1.47126 -1.31560 0.241
C 2.89860 -1.18795 -0.24039 -0.819
N 1.49925 -1.47425 -0.34415 -0.340
H 3.34374 -1.93006 0.36117 0.313
H -0.87142 1.86428 0.43451 0.320
S -1.06632 -1.27320 -0.28055 -0.039
H 0.57805 -0.03111 0.91558 0.249
```



Relative stability in kcal/mol, measured from the most stable structure: *A* 0.0; *B* 7.0



*A*
# ClH4N2OP

A cluster of 2 separate species, ClH4N2OP in total (wB97M-V/def2-TZVPD, the Open Molecules 2025 dataset).

## Properties
* frontier orbital gap: 9.62 eV
* charge: 0
* E_HOMO: -0.366 Ha
* SMILES: [H]/N=P/N.OCl

The geometry in XYZ format:
```
9
Properties=species:S:1:pos:R:3:mulliken_charge:R:1
H -0.09628 1.18850 0.18147 0.306
P -1.51709 -0.39716 0.60593 0.191
Cl 3.36170 0.30527 0.39514 -0.010
N -0.06636 -0.99318 0.35576 -0.517
H -0.08318 -1.98528 0.39890 0.221
H 1.75231 -1.17890 -0.41153 0.483
N -1.10559 1.21234 0.11080 -0.529
O 2.72867 -1.01597 -0.46368 -0.415
H -1.63122 1.83143 0.69142 0.269
```



*B*
# ClH4N2OP

A cluster of 2 separate species, ClH4N2OP in total (wB97M-V/def2-TZVPD, the Open Molecules 2025 dataset).

## Properties
* frontier orbital gap: 10.68 eV
* charge: 0
* E_HOMO: -0.397 Ha

The geometry in XYZ format:
```
9
Properties=species:S:1:pos:R:3:mulliken_charge:R:1
H 0.18630 -1.94597 0.22878 0.221
N 0.90331 1.27957 -0.17161 -0.427
Cl -3.62400 -0.13661 -0.00790 -0.282
O 2.47566 -1.01052 -0.10823 -0.545
H 1.47176 2.04967 0.13742 0.275
N -0.22270 -1.06881 0.01760 -0.516
H -0.00002 1.56849 -0.10307 0.253
P 1.15755 -0.35508 -0.02637 0.732
H -2.34786 -0.38073 0.03338 0.290
```



Relative stability in kcal/mol, measured from the most stable structure: *A* 62.2; *B* 0.0



*A*
# C4H15NO2

A cluster of 3 separate species, C4H15NO2 in total (wB97M-V/def2-TZVPD, the Open Molecules 2025 dataset).

## Properties
* frontier orbital gap: 8.83 eV
* charge: 0
* E_HOMO: -0.303 Ha
* SMILES: CNC(C)C.O.O

The geometry in XYZ format:
```
22
Properties=species:S:1:pos:R:3:mulliken_charge:R:1
H 0.28535 -2.73927 -2.43810 0.253
H 1.38701 -1.84411 -0.29232 0.324
H -1.13842 -0.47579 2.06539 0.361
O 2.96131 3.24551 2.63804 -0.640
H -0.12977 6.96307 -1.46865 0.322
N -1.05243 -1.91234 -0.97662 -0.304
H -1.93657 -1.47618 -1.15544 0.202
H -1.80953 -0.07744 0.60195 0.426
H 2.07872 2.92276 2.77979 0.316
H -0.82112 -2.92750 0.91188 0.212
H 3.48831 2.56223 2.18744 0.324
C -1.59163 -0.97874 1.20105 -1.600
C -0.53157 -3.04608 -1.75847 -0.858
H 1.20064 -1.38734 1.46317 0.365
O -0.17832 6.75065 -2.40188 -0.648
H 0.68496 -0.31088 0.26860 0.273
H -2.45179 -1.48036 1.64690 0.338
H -1.27092 -3.43601 -2.47001 0.307
C 0.74776 -1.39345 0.47868 -1.116
H 0.08063 -3.51527 -0.98252 0.295
C -0.68837 -1.93119 0.47556 0.522
H 0.68573 6.48773 -2.77445 0.326
```



*B*
# C4H15NO2

A cluster of 3 separate species, C4H15NO2 in total (wB97M-V/def2-TZVPD, the Open Molecules 2025 dataset).

## Properties
* frontier orbital gap: 9.16 eV
* charge: 0
* E_HOMO: -0.314 Ha
* SMILES: CCN(C)C.O.O

The geometry in XYZ format:
```
22
Properties=species:S:1:pos:R:3:mulliken_charge:R:1
H 1.28236 -1.41773 1.37296 0.365
H 1.71980 -1.16502 -1.21575 0.381
H 2.50357 -0.35101 0.67980 0.312
O -2.76017 -2.29297 -2.46585 -0.635
H -1.48809 -0.50348 0.53586 0.336
O 1.93956 2.72663 -0.59271 -0.660
C 1.46401 -0.30894 1.16814 -1.022
H -0.29028 1.91061 2.09876 0.316
H 1.62526 0.29432 2.07625 0.335
C 0.74195 -0.78036 -1.12020 -1.092
H -2.03789 -2.15760 -3.11187 0.320
H 1.66885 3.02461 0.22235 0.271
H -2.06058 1.21428 1.97266 0.371
H -3.12893 -3.14957 -2.79243 0.320
H 0.51674 -0.29809 -2.08038 0.288
C -0.83929 0.42316 0.56202 -0.504
H -1.33025 1.03020 -0.19758 0.361
C -0.96549 1.11401 1.92932 -1.324
H 1.63746 1.83119 -0.59343 0.339
H -0.89539 0.35435 2.62251 0.437
N 0.64541 0.08374 0.05232 0.128
H 0.05137 -1.58230 -1.12272 0.358
```



Relative stability in kcal/mol, measured from the most stable structure: *A* 0.0; *B* 8.1



*A*
# C6H7ClO

A structure of composition C6H7ClO (wB97M-V/def2-TZVPD, the Open Molecules 2025 dataset).

## Properties
* frontier orbital gap: 9.28 eV
* charge: 0
* E_HOMO: -0.342 Ha

The geometry in XYZ format:
```
15
Properties=species:S:1:pos:R:3:mulliken_charge:R:1
Cl 1.50047 -1.61131 -1.14317 -0.219
C 1.42326 0.46576 0.59540 -0.337
H -2.09701 -1.65930 -0.71442 0.230
C -0.88768 0.13797 -1.02253 0.468
C 0.43027 -0.47448 -0.10853 0.715
H -0.46162 -2.02649 1.18962 0.368
H 2.33478 2.63411 0.15941 0.281
O -0.88982 1.22740 -1.60763 -0.545
H -2.85412 -0.08534 -0.03035 0.333
H -0.68502 -0.39236 1.64612 0.373
H 1.38042 1.68830 -1.35306 0.178
C 1.90678 1.56903 -0.17548 -0.578
C -0.67724 -1.03635 0.81365 -1.000
C -1.80718 -0.64568 -0.25775 -0.458
H 1.38369 0.20875 2.00872 0.194
```



*B*
# C6H7ClO

The molecule C6H7ClO (wB97M-V/def2-TZVPD, the Open Molecules 2025 dataset).

## Properties
* frontier orbital gap (spin up / spin down): 7.87 / 7.41 eV
* charge: 0
* E_HOMO (spin up / spin down): -0.267 / -0.271 Ha

The geometry in XYZ format:
```
15
Properties=species:S:1:pos:R:3:mulliken_charge:R:1
Cl -4.30943 -0.85906 -0.07613 -0.171
C 2.16497 -1.31160 -0.42255 -0.911
H 1.40173 -2.26476 -0.29696 0.192
H 2.15688 -0.87081 -1.36724 0.365
H -2.07279 -1.33013 0.63774 0.327
H 2.15149 -0.56366 1.61806 0.309
H 3.23784 -1.59513 -0.29945 0.303
H 0.43533 2.56236 -0.14535 0.363
C 0.95713 0.69609 0.40593 0.041
C -2.63566 -0.51791 0.13917 -0.037
C -1.27126 1.58567 -0.16815 -0.192
C 1.72770 -0.32935 0.61635 -0.183
C 0.10495 1.63187 0.10890 -0.369
H -1.72029 2.42811 -0.74569 0.268
O -2.32858 0.73832 -0.00464 -0.304
```



Relative stability in kcal/mol, measured from the most stable structure: *A* 0.0; *B* 15.3



*A*
# C3H6FNO2

The molecule C3H6FNO2 (wB97M-V/def2-TZVPD, the Open Molecules 2025 dataset).

## Properties
* frontier orbital gap: 10.98 eV
* charge: 0
* E_HOMO: -0.378 Ha
* SMILES: C[C@H](F)NC(=O)O

The geometry in XYZ format:
```
13
Properties=species:S:1:pos:R:3:mulliken_charge:R:1
F -1.09698 0.22539 -1.28822 -0.335
H 0.22296 1.99896 1.08104 0.315
O 0.06374 -2.03186 0.93031 -0.445
H 1.63477 -0.30138 -1.15063 0.307
C -0.01978 0.72361 -0.59790 0.165
C 0.47236 -1.61489 -0.27410 0.510
N 0.98994 -0.29131 -0.37393 -0.317
O 0.48820 -2.35024 -1.17767 -0.453
H -0.59059 0.51821 1.44935 0.184
H -1.47889 1.75869 0.60031 0.317
H 0.41873 1.49710 -1.20867 0.365
C -0.50769 1.30329 0.71066 -0.952
H -0.59675 -1.43557 1.29945 0.340
```



*B*
# C3H6FNO2

A cluster of 2 separate species, C3H6FNO2 in total (wB97M-V/def2-TZVPD, the Open Molecules 2025 dataset).

## Properties
* frontier orbital gap: 7.79 eV
* charge: 0
* E_HOMO: -0.271 Ha

The geometry in XYZ format:
```
13
Properties=species:S:1:pos:R:3:mulliken_charge:R:1
H -0.88445 -0.83600 1.44795 0.323
H -0.60935 1.98560 -0.59923 0.227
H 0.10897 -0.17273 -1.25068 0.386
N -0.45578 -1.12321 0.52769 -0.234
C 2.32939 -0.14317 -0.34855 0.816
H -1.04256 -1.74899 -0.03105 0.309
C -0.09479 0.11625 -0.19419 -0.890
O 2.74127 0.91761 -0.26766 -0.338
H -1.20699 1.61228 0.97225 0.320
H 0.48754 -1.54043 0.50258 0.372
C -1.05558 1.23987 0.03214 -0.357
O 2.08259 -1.30653 -0.40305 -0.584
F -2.40027 0.99943 -0.38821 -0.351
```



*C*
# C3H6FNO2

The molecule C3H6FNO2 (wB97M-V/def2-TZVPD, the Open Molecules 2025 dataset).

## Properties
* frontier orbital gap (spin up / spin down): 10.07 / 7.96 eV
* charge: 0
* E_HOMO (spin up / spin down): -0.346 / -0.296 Ha

The geometry in XYZ format:
```
13
Properties=species:S:1:pos:R:3:mulliken_charge:R:1
H 0.09699 1.76273 -0.50598 0.373
C 0.46041 0.84362 -0.18385 -1.277
O 0.33898 -1.21471 0.90589 -0.164
H -0.82537 0.43489 2.41292 0.338
N 0.59002 -2.03218 -0.18469 -0.449
H -1.35325 -1.18749 -1.34470 0.458
C -1.49459 -0.45662 -0.60432 -0.441
H 0.91439 0.21941 -1.05420 0.341
H 1.47231 -2.45678 0.04783 0.222
C -0.52381 -0.06771 0.52175 1.059
F -2.75471 -0.15062 -0.35538 -0.229
H 1.36172 0.98218 0.53961 0.288
O -1.27322 0.35711 1.58379 -0.520
```



Relative stability in kcal/mol, measured from the most stable structure: *A* 0.0; *B* 51.3; *C* 128.7